1.
The following is a quantum chemistry calculation of a single N3O6P molecule at a distorted geometry, from the Open Molecules 2025 dataset.

```
10
N3O6P wB97M-V/def2-TZVPD
N 1.2768 0.9790 0.2171
N 0.2834 -1.3720 -0.1143
N -1.5772 0.4554 0.0508
O 2.4466 0.6554 0.1027
O 0.7932 2.0709 -0.0695
O -0.8134 -1.9926 -0.2174
O 1.2989 -1.7113 -0.6766
O -2.5805 0.3857 0.7263
O -1.3248 0.6332 -1.0883
P 0.1969 -0.1037 1.0692
```

Its energy above the lowest of the compared OMol25 structures with the same formula, charge and spin is 0.472 eV. The calculation puts the total energy at -956.723045 Eh. As for the LUMO energy: -2.241 eV. The HOMO energy is -11.1 eV. For the HOMO-LUMO gap, the calculation gives 8.8276 eV. The maximum force comes out at 4.440 eV/Å. The value obtained for the molar mass is 169.0 u. As for the SMILES: O=[N+]([O-])P([N+](=O)[O-])[N+](=O)[O-].

2.
The following is a quantum chemistry calculation of a molecular structure, C4H6HgO7 at a distorted geometry, from the Open Molecules 2025 dataset.

```
18
C4H6HgO7 wB97M-V/def2-TZVPD
O -2.4380 -0.6768 3.9242
C -3.5388 -0.1868 3.5361
O -4.2527 0.4397 4.3932
O -3.9394 -0.4142 2.3203
O -7.5607 -0.2714 2.5459
C -6.3580 -0.9146 2.3480
C -5.2478 0.0451 1.9042
Hg -2.9474 -0.0477 5.7078
H -6.4303 -1.7211 1.5891
H -6.0457 -1.4062 3.2956
H -5.4082 1.0552 2.2993
H -5.1901 0.1035 0.8119
C -7.6875 0.3167 4.5065
O -7.4278 -0.6293 5.2793
O -6.8196 1.3797 4.4898
H -5.9059 1.0329 4.4737
O -8.9391 0.8824 4.5862
H -9.5343 0.2046 4.9244
```

Its energy above the lowest of the compared OMol25 structures with the same formula, charge and spin is 1.453 eV. The calculation puts the total energy at -835.917711 Eh. As for the LUMO energy (spin up / spin down): -1.427 / -3.159 eV. The HOMO energy (spin up / spin down) is -10.3 / -8.2 eV. For the HOMO-LUMO gap (spin up / spin down), the calculation gives 8.8539 / 5.0308 eV. The maximum force comes out at 13.101 eV/Å. The value obtained for the molar mass is 366.7 u.

3.
The following is a quantum chemistry calculation of a single C4H5ClO2 molecule at a distorted geometry, from the Open Molecules 2025 dataset.

```
12
C4H5ClO2 wB97M-V/def2-TZVPD
C -1.7020 -0.4305 0.4092
C 0.4872 0.0028 -0.3085
C 1.4605 -0.8840 -0.2668
C 0.6264 1.4865 -0.2739
H -1.4566 -1.2219 1.1343
H -1.6153 0.5263 0.9284
H -2.6986 -0.6042 -0.0336
H 1.1891 -1.9421 -0.4415
H -0.3145 2.0033 -0.5835
O -0.7437 -0.4858 -0.6409
O 1.6291 2.0827 0.0447
Cl 3.1383 -0.5332 0.0320
```

Its energy above the lowest of the compared OMol25 structures with the same formula, charge and spin is 0.727 eV. The calculation puts the total energy at -766.026708 Eh. As for the LUMO energy: -0.041 eV. The HOMO energy is -9.7 eV. For the HOMO-LUMO gap, the calculation gives 9.6632 eV. The maximum force comes out at 1.541 eV/Å. The value obtained for the molar mass is 120.5 u. As for the SMILES: CO/C(C=O)=C/Cl.

4.
The following is a quantum chemistry calculation of a molecular structure, C30H18Cl4N7O2ReS2 at a distorted geometry, from the Open Molecules 2025 dataset.

```
64
C30H18Cl4N7O2ReS2 wB97M-V/def2-TZVPD
Re 0.6088 1.1802 0.0414
C 0.4424 -4.6348 -3.1070
C 0.1153 -3.5134 -2.1575
C 0.2046 -3.6720 -0.7797
C -0.1096 -2.6371 0.0814
C -0.5542 -1.4039 -0.3930
N -0.8160 -0.3073 0.4479
C -1.6210 -0.4059 1.5456
C -2.3366 -1.5864 1.8540
C -3.0455 -1.7436 3.0211
C -3.1048 -0.7187 3.9619
C -3.8225 -0.8940 5.2752
C -2.5288 0.4875 3.6168
C -1.8514 0.6913 2.4160
N -1.5228 2.0348 2.0694
C -1.9565 3.1350 2.7202
C -1.5950 4.2449 1.9944
C -0.9249 3.7405 0.8875
N -0.8765 2.4079 0.9416
C -0.5966 -1.2348 -1.7860
C -0.2626 -2.2719 -2.6433
N -0.9184 0.0288 -2.3330
C -1.5024 0.2949 -3.5184
C -1.5009 1.6599 -3.6872
C -0.8684 2.1620 -2.5475
N -0.5275 1.1682 -1.7425
H 0.7352 -5.5318 -2.5633
H 1.2617 -4.3598 -3.7738
H -0.4249 -4.8743 -3.7259
H 0.5639 -4.6098 -0.3735
H 0.0313 -2.7623 1.1462
H -2.3109 -2.3963 1.1423
H -3.5585 -2.6793 3.2115
H -4.1176 -1.9340 5.4089
H -4.7243 -0.2785 5.3179
H -3.1858 -0.6109 6.1151
H -2.6245 1.2989 4.3255
H -2.4937 3.0981 3.6476
H -1.7779 5.2733 2.2488
H -0.4652 4.2600 0.0654
H -0.2533 -2.0930 -3.7126
H -1.8903 -0.4863 -4.1474
H -1.8683 2.2194 -4.5285
H -0.6175 3.1754 -2.2839
S 1.9393 3.1077 -0.5006
C 2.1984 3.7791 1.0871
C 2.5616 5.1524 1.1448
N 2.8213 6.2750 1.1551
C 2.0797 3.0410 2.2320
S 1.6434 1.3596 2.2470
C 2.3254 3.6412 3.4986
N 2.4882 4.1258 4.5307
Cl 5.3415 -3.6553 -1.9361
C 4.2793 -2.3162 -2.1986
C 4.1362 -1.7605 -3.4700
Cl 5.0418 -2.4225 -4.7869
C 3.2683 -0.6979 -3.6833
Cl 3.0595 -0.0333 -5.2677
C 2.4972 -0.1220 -2.6384
O 1.6681 0.8137 -2.7842
C 2.6780 -0.7069 -1.3170
O 1.9596 -0.2483 -0.3200
C 3.5418 -1.7889 -1.1409
Cl 3.6636 -2.4648 0.4479
```

Its energy above the lowest of the compared OMol25 structures with the same formula, charge and spin is 1.823 eV. The calculation puts the total energy at -4403.342767 Eh. As for the charge: -1. As for the expectation value of S²: 0.99. As for the LUMO energy (spin up / spin down): 0.891 / 1.686 eV. The HOMO energy (spin up / spin down) is -3.9 / -4.2 eV. For the HOMO-LUMO gap (spin up / spin down), the calculation gives 4.8382 / 5.8962 eV. The maximum force comes out at 2.378 eV/Å. The value obtained for the molar mass is 900.7 u. As for the spin multiplicity: 2.

5.
The following is a quantum chemistry calculation of a molecular structure, C20H57F8N4O22S4Y at a distorted geometry, from the Open Molecules 2025 dataset.

```
116
C20H57F8N4O22S4Y wB97M-V/def2-TZVPD
Y -2.3830 -1.7011 2.4182
C 1.9829 -1.5279 4.3088
F 2.4161 -2.1258 3.2034
F 2.8990 -1.6079 5.2807
F 1.7535 -0.2290 4.0717
S 0.3074 -2.3900 5.0690
O 0.7117 -3.7842 5.4105
O -0.0249 -1.6991 6.3070
O -0.6734 -2.1496 3.9974
C -1.8793 -6.3458 1.7509
F -0.6518 -6.1092 1.3045
F -2.7399 -5.8970 0.8743
F -2.1027 -7.6447 1.9858
S -2.1135 -5.3019 3.3391
O -2.1967 -3.9349 2.8115
O -3.2821 -5.7981 4.0088
O -0.8421 -5.5930 4.0779
N -0.6143 -1.6030 1.0660
S 0.0937 -0.4129 0.3083
O 0.2605 -0.4540 -1.1621
O 1.0974 0.3283 1.0854
F -1.1658 0.5283 0.5291
S 0.6303 -2.6979 0.5069
O 2.0153 -2.2876 0.6432
O 0.2889 -3.5948 -0.5818
F 0.2569 -3.6220 1.8379
O -1.8000 0.3914 3.1659
H -1.4092 0.5255 4.0293
H -2.0507 1.2689 2.8771
O 2.1693 -5.2810 3.6264
H 2.9697 -4.7942 3.4298
H 2.0020 -5.7964 2.8373
O -3.8673 -0.1217 1.3891
H -4.5449 0.4343 1.7738
H -3.5590 0.3683 0.6269
C 2.3370 -3.5666 -3.7193
C 2.8485 -2.2234 -3.0993
O 4.1457 -1.9482 -3.5649
O 2.9106 -4.7379 -3.0772
H 2.5700 -3.5856 -4.7840
H 1.2544 -3.5458 -3.5941
H 2.9017 -2.4312 -2.0306
H 2.1442 -1.3987 -3.2083
H 4.0667 -1.1848 -4.1417
H 2.4242 -5.4838 -3.4356
C -2.4924 -2.0703 -2.4260
C -3.2691 -3.2059 -3.2015
O -2.5444 -3.8046 -4.3117
O -3.1831 -1.3437 -1.4232
H -1.9798 -1.3882 -3.1043
H -1.6616 -2.5828 -1.9410
H -4.1563 -2.7261 -3.6149
H -3.4985 -3.9817 -2.4710
H -3.1710 -3.8776 -5.0353
H -3.6588 -0.6549 -1.8932
C -4.6840 1.9606 -1.2467
C -4.8099 1.5918 -2.7659
O -4.6218 0.2537 -3.0380
O -3.4714 1.5965 -0.6041
H -5.5189 1.5743 -0.6620
H -4.9083 3.0241 -1.1634
H -4.1157 2.1236 -3.4166
H -5.8236 1.8995 -3.0225
H -5.1532 0.1023 -3.8230
H -2.7759 2.2306 -0.7933
C -2.7834 3.9816 3.8711
C -2.0968 4.0855 2.5171
C -0.5474 4.3846 2.5556
O -0.0141 4.4486 1.2546
C 1.4036 4.3086 1.1880
N -2.4794 2.9027 1.8164
H -3.8518 4.0926 3.6859
H -2.6427 4.8765 4.4773
H -2.5783 3.0841 4.4547
H -2.4863 4.9339 1.9544
H -0.0122 3.4958 2.8898
H -0.3204 5.3056 3.0924
H 1.9310 5.0125 1.8318
H 1.7353 4.3907 0.1529
H 1.6080 3.2868 1.5078
H -3.4807 2.7794 1.8637
H -2.2183 3.0021 0.8458
C 3.7183 1.7546 -0.6585
C 4.2803 0.5055 0.0214
C 5.7724 0.3605 -0.2143
O 6.2226 -0.9429 0.2678
C 5.9436 -2.0208 -0.6559
N 3.9853 0.6374 1.4412
H 2.6531 1.8916 -0.4718
H 3.7542 1.7230 -1.7475
H 4.2917 2.6430 -0.3937
H 3.7050 -0.3251 -0.3877
H 6.2173 1.1874 0.3392
H 6.0291 0.5110 -1.2629
H 4.8713 -2.1802 -0.7695
H 6.4497 -2.8300 -0.1294
H 6.3437 -1.7953 -1.6444
H 4.5351 -0.0751 1.8997
H 3.0281 0.3180 1.4852
C -1.2846 2.5173 -3.0254
C -0.5371 3.2192 -1.9083
C 0.2166 4.4885 -2.4084
O 1.1297 4.2600 -3.4366
C 2.2561 3.5549 -3.0014
N -1.4650 3.7172 -0.8723
H -1.6850 1.5529 -2.7129
H -0.6849 2.3639 -3.9225
H -2.0952 3.1663 -3.3567
H 0.1376 2.4366 -1.5613
H 0.6035 4.9796 -1.5156
H -0.4487 5.2501 -2.8152
H 3.0925 3.8849 -3.6176
H 2.1842 2.4714 -3.0959
H 2.3404 3.7573 -1.9337
H -0.9102 4.1715 -0.1611
H -1.8759 4.5190 -1.3287
```

The calculation puts the total energy at -5100.500514 Eh. As for the charge: -1. As for the expectation value of S²: 0.75. As for the LUMO energy (spin up / spin down): 1.231 / 1.212 eV. The HOMO energy (spin up / spin down) is -2.1 / -6.2 eV. For the HOMO-LUMO gap (spin up / spin down), the calculation gives 3.3548 / 7.3692 eV. The maximum force comes out at 6.010 eV/Å. The value obtained for the molar mass is 1074.8 u. As for the spin multiplicity: 2.

6.
The following is a quantum chemistry calculation of a molecular structure, C31H26BaClN6O7S2Se2 at a distorted geometry, from the Open Molecules 2025 dataset.

```
76
C31H26BaClN6O7S2Se2 wB97M-V/def2-TZVPD
Ba -1.1827 -0.0902 -0.6562
S -3.7792 -2.9339 -4.0098
C -2.1273 -3.2843 -4.2839
C -1.3182 -2.7284 -3.3392
C -1.9932 -1.9844 -2.3180
C -3.3388 -2.0012 -2.5527
C -4.3696 -1.2833 -1.8305
C -5.7056 -1.2516 -2.2694
C -6.6250 -0.4747 -1.5996
C -6.2185 0.2517 -0.4847
C -4.8976 0.1313 -0.0884
N -3.9991 -0.6091 -0.7277
H -1.8534 -3.8844 -5.1407
H -0.2383 -2.8362 -3.3827
H -5.9922 -1.8269 -3.1390
H -7.6517 -0.4339 -1.9436
H -6.9029 0.8988 0.0469
H -4.5297 0.6418 0.7974
O 3.8805 0.8695 5.6666
C 4.2000 -0.0262 4.6167
C 3.3689 0.2672 3.3981
C 3.5368 -0.4942 2.2474
C 2.7717 -0.1882 1.1341
N 1.8734 0.7879 1.1243
C 1.6876 1.5043 2.2289
C 2.4311 1.2867 3.3888
C 0.6389 2.5550 2.1594
C -0.1448 2.8482 3.2736
C -1.1649 3.7732 3.1544
C -2.0764 4.1132 4.3056
O -1.9133 3.2975 5.4480
C -1.3595 4.3775 1.9182
C -0.5214 4.0323 0.8719
N 0.4610 3.1471 0.9823
H 4.3692 0.6083 6.4495
H 4.0131 -1.0630 4.9223
H 5.2614 0.0532 4.3507
H 4.2536 -1.3066 2.2195
H 2.8839 -0.7372 0.2040
H 2.2960 1.8955 4.2707
H 0.0204 2.3208 4.2029
H -3.1136 4.0756 3.9514
H -1.8753 5.1356 4.6327
H -2.0328 2.3800 5.1752
H -2.1613 5.0910 1.7708
H -0.6448 4.4768 -0.1108
Se 4.2858 -2.6511 -1.8249
Se 3.2343 -2.1540 -3.7836
C 2.8282 -0.2916 -3.4928
C 2.3846 0.4836 -4.5528
C 2.1759 1.8322 -4.3158
C 2.4253 2.3431 -3.0523
C 2.8611 1.4770 -2.0652
N 3.0722 0.1817 -2.2864
C 2.8880 -3.6569 -0.9426
C 3.2123 -4.5282 0.0922
C 2.1898 -5.2814 0.6430
C 0.9006 -5.1358 0.1533
C 0.6809 -4.2273 -0.8708
N 1.6640 -3.5117 -1.4107
H 2.1913 0.0413 -5.5208
H 1.8124 2.4739 -5.1067
H 2.2555 3.3874 -2.8314
H 3.0673 1.8208 -1.0587
H 4.2368 -4.6118 0.4320
H 2.4030 -5.9884 1.4353
H 0.0831 -5.7179 0.5554
H -0.3077 -4.0547 -1.2832
O -0.4000 -1.2748 1.1705
S -1.0115 -0.4320 2.2540
N -2.0018 0.5672 1.8564
O -0.9510 2.7986 -3.6565
Cl -1.0746 1.5046 -3.0604
O -0.7447 0.4879 -4.0000
O -2.4058 1.3146 -2.5713
O -0.1718 1.4213 -1.9407
```

Its energy above the lowest of the compared OMol25 structures with the same formula, charge and spin is 2.739 eV. The calculation puts the total energy at -8136.856194 Eh. As for the charge: -1. As for the LUMO energy: 1.953 eV. The HOMO energy is -4.5 eV. For the HOMO-LUMO gap, the calculation gives 6.4151 eV. The maximum force comes out at 3.550 eV/Å. The value obtained for the molar mass is 989.4 u.